ORCA calculation (ωB97M-V/def2-TZVPD) on 11 unconnected molecules or ions with the total composition C57H144N8O19.

Structure (ORCA input):
```
! wB97M-V def2-TZVPD RIJCOSX def2/J DEFGRID3
* xyz 0 1
H 12.196 15.015 -4.978
C 2.462 -8.461 9.694
H -0.003 -9.330 -7.473
O 2.466 -9.686 -6.028
H -0.037 -8.768 -5.129
H -6.533 4.759 -0.108
C 10.851 16.671 -6.240
C 10.725 11.008 -6.847
H -0.543 -10.357 -4.716
H -9.649 3.881 7.893
H 8.862 -2.147 -3.869
H 10.237 16.589 -7.137
H -0.941 -2.465 0.242
H -8.123 6.034 10.495
H 10.995 13.721 -6.755
C -8.265 -0.585 4.901
H 1.570 -6.168 16.066
H -6.365 -7.740 -3.156
C 0.469 -4.313 1.626
H 12.854 10.592 -7.256
H 0.632 -7.219 13.958
C 10.825 -1.414 -3.451
C 2.530 -1.537 -1.883
H -2.126 -14.386 -4.873
C -8.881 5.362 10.095
H -7.528 -0.704 4.107
C 0.906 4.515 3.829
H -6.984 -1.153 -2.387
H 12.180 11.778 -8.264
C -2.611 -13.536 2.475
H -2.055 6.329 8.801
H 1.652 3.350 6.121
N -5.659 1.369 -2.219
H -7.326 5.683 -1.298
H -3.714 1.936 -2.467
H 10.472 -1.282 -2.428
H 1.903 -7.658 -6.140
H -7.786 2.387 7.976
N -0.935 9.126 -8.074
H 2.062 -3.568 -1.797
O 9.140 -0.050 -4.414
H 1.888 -7.882 11.948
H 1.872 -10.217 -4.207
O -6.183 -9.574 -1.677
H 0.710 -1.866 0.499
H 3.576 -7.861 -6.266
H -0.982 -13.901 -3.773
H -6.041 1.140 -4.250
H -3.202 -13.321 1.584
H 11.319 -2.378 -3.573
C -5.326 -7.822 -2.835
H 13.639 14.840 -6.000
C 9.937 -1.994 -5.713
H 0.371 -11.740 -7.364
H 8.700 9.308 -6.944
H -1.540 -12.390 4.013
H 2.825 -11.602 10.803
H 2.857 -8.016 -4.712
H -1.399 -14.612 1.421
H -6.487 1.946 -2.191
H -2.120 3.905 -8.821
H 10.393 16.252 -5.345
H 1.760 -0.666 -3.811
C -0.697 7.664 -8.137
C -1.054 6.389 8.373
H -2.314 5.324 -7.637
H 1.948 9.415 -3.753
C -2.410 -12.352 3.357
H 0.833 5.850 6.364
C 12.079 13.770 -6.854
H 2.254 -8.937 8.736
O -1.321 -14.064 2.205
O 0.692 -3.865 0.330
C -1.049 7.601 7.390
H 10.833 10.423 -5.933
C 8.986 9.756 -7.896
H -7.309 1.905 4.205
H -1.115 7.166 -7.263
O -7.665 -0.167 6.098
H 10.974 17.726 -5.993
H -9.918 0.818 -2.364
H 10.792 -1.486 -6.158
H -4.769 -8.236 -3.676
C 0.067 -9.810 -5.434
N 12.635 12.536 -6.344
C -5.759 -7.604 -0.363
O -0.890 -12.745 -5.383
C -5.264 -8.484 -1.515
H -8.551 5.348 7.521
C 0.626 3.712 6.180
H -0.269 -3.257 -2.064
H -6.165 1.084 6.812
H -8.483 1.018 -1.397
H 0.686 4.195 2.811
N -0.802 5.165 7.523
H -0.008 -1.534 -1.962
H -7.040 -9.209 -1.447
H -3.502 8.348 5.275
C 0.548 5.014 7.002
H -1.540 5.265 6.842
H 10.019 11.838 -6.837
H 0.941 8.066 -3.613
H 2.719 1.744 -4.543
O 1.841 -5.642 14.035
C 9.614 -1.483 -4.294
H -3.238 5.187 -9.166
C -7.695 3.242 7.306
H -0.882 -11.305 -8.390
O -5.969 4.357 -2.220
H -4.710 3.582 -0.828
N -0.448 -9.920 -6.785
H -6.807 -1.172 -4.067
O -8.281 0.105 -3.378
H -0.696 10.848 -6.813
H 1.541 -11.413 -5.482
C 1.108 8.932 -4.253
H -2.454 -11.586 -6.059
H -9.683 5.843 9.535
O 0.138 3.798 4.809
H 0.377 7.482 -8.109
N 1.664 -2.682 -2.074
H -0.349 6.511 9.195
O -2.129 7.354 6.491
C 12.158 11.430 -7.231
O -1.290 5.593 -9.467
H 2.776 -4.785 15.689
H -0.407 -6.908 11.946
O 12.099 16.086 -6.651
H 3.546 -1.909 -2.019
H -5.893 0.194 5.382
C 2.039 -0.320 -2.816
H -1.911 9.381 -8.133
C -6.365 5.216 -1.084
H 8.368 10.648 -8.004
H 8.191 -0.030 -4.552
C 1.860 -5.322 15.443
C -3.354 -14.624 3.223
H -9.355 4.775 10.881
H -4.741 2.657 -3.768
H -0.171 7.796 6.773
H -2.890 -14.793 4.194
H -2.496 -12.897 -3.981
H 0.380 -7.773 10.082
H -2.268 -11.482 2.716
O -8.339 4.340 9.241
H -4.243 -8.831 -1.356
H -9.051 0.108 4.599
H 3.569 -10.724 9.311
C -4.663 2.415 -2.708
C 1.051 9.694 -6.551
H -2.048 9.273 5.894
N -8.023 2.920 5.952
H -5.732 6.064 -0.823
H 1.546 9.594 -7.517
H 10.244 -3.040 -5.717
H 1.167 0.130 -2.342
H 1.935 2.365 -3.125
C 1.400 -7.389 10.087
C 12.553 14.932 -6.005
H 1.099 -3.653 2.223
H 4.016 -10.379 10.978
C 2.856 1.898 -3.473
H -6.711 3.711 7.333
C -8.651 4.317 7.861
N 1.668 -7.024 11.464
H 0.851 -5.297 1.897
H -1.866 8.167 4.583
C -2.293 4.971 -8.668
C -1.307 7.030 -9.451
C 0.622 -6.206 13.555
C -6.957 2.181 5.199
H 13.636 12.475 -6.457
H -6.772 -7.293 -0.620
H -4.967 -0.117 -3.388
C -4.728 3.735 -1.907
H 0.392 -5.311 11.710
C 0.313 -2.491 -1.552
C 3.194 -10.690 10.334
C 0.108 -2.619 -0.010
C -0.504 9.775 -6.827
H 3.508 -8.158 9.748
H -9.207 -0.576 -1.570
O 1.360 8.631 -5.639
H 1.334 4.911 7.750
O 10.391 10.099 -7.865
H -4.434 -14.490 3.159
H 1.668 -6.551 9.445
H -8.625 -1.599 5.079
H 9.155 -1.756 -6.434
H 1.460 10.592 -6.089
H 3.794 2.448 -3.408
C -1.703 -13.468 -4.465
H -8.852 2.343 5.954
H 12.523 13.922 -7.838
H -6.076 2.804 5.047
H 0.255 9.587 -4.075
H -2.275 7.440 -9.741
C -0.631 -11.312 -7.329
H -0.557 -4.289 1.991
H -3.886 4.385 -2.144
H -1.195 8.545 7.913
C 2.709 -8.284 -5.758
H 1.966 4.297 3.958
H -6.026 -8.275 0.454
H -0.589 7.463 -10.147
H 0.624 5.568 3.828
H 2.445 -1.036 -0.919
O 3.085 0.628 -2.896
H -3.286 -15.568 2.682
H 11.606 -0.672 -3.613
H -1.076 9.543 -5.929
C -5.873 0.490 -3.392
C -6.661 0.777 5.891
H -3.370 -12.090 3.801
H 1.092 -4.553 15.531
H -5.027 -6.778 -2.735
C 1.509 -10.354 -5.225
H 0.131 2.866 6.656
O 2.193 -9.642 10.442
H 8.753 9.090 -8.726
H -0.213 -5.652 13.985
C 0.508 -6.331 12.077
H -5.241 -6.711 -0.014
C -1.587 -12.125 -6.440
C -7.042 -0.490 -3.250
C -8.971 0.346 -2.102
C -2.435 8.335 5.498
H -2.054 -12.868 -7.086
*
```

Output
HOMO level in eV: -8.23
SMILES: COCCNCCOC.COCCNCCOC.COCCNCCOC.COCCNCCOC.COCCNCCOC.COCCNCCOC.COCCNCCOC.COCCNCCOC.CC(C)O.CC(C)O.CC(C)O
ΔE to the lowest compared entry with this formula, charge and spin in kcal per mole: 204.3
E in eV: -112247.9712
Kohn-Sham gap in eV: 8.42
M in g mol⁻¹: 1245.8